Here is a structure of composition C20H35BeNSi2 in a non-equilibrium geometry from the Open Molecules 2025 dataset. Energies are from ωB97M-V/def2-TZVPD.

```
59
Properties=species:S:1:pos:R:3
C -1.12131 3.48942 -0.72087
C -2.08563 2.28068 -3.40857
C 0.06123 3.62773 -1.32935
H -1.14016 3.27028 0.35280
C -0.84329 1.91423 -3.73806
H -2.90257 1.57268 -3.60205
H 0.96685 3.48529 -0.72504
H -0.69069 0.92134 -4.18176
C 0.32842 3.98594 -2.76369
H 1.31923 4.46375 -2.79639
H -0.37416 4.72566 -3.15944
C -2.47503 3.71831 -1.32064
H -2.83881 4.72009 -1.03669
H -3.18220 3.00946 -0.86495
C -2.56230 3.59656 -2.85682
H -2.07175 4.46094 -3.31574
H -3.62882 3.67927 -3.11686
C 0.38558 2.77663 -3.71945
H 0.58473 3.15903 -4.73570
H 1.25649 2.15423 -3.46295
Be -0.03871 0.14799 0.06342
H -0.23183 1.44757 0.40865
C 1.86903 0.84957 2.76268
Si 0.94077 -0.77397 2.92477
C 2.15774 -2.06289 3.56901
C -0.42380 -0.56732 4.20243
C 0.29508 -1.28144 1.20430
C 1.35575 -1.46905 0.15372
C 2.33235 -2.46744 0.03246
C 3.13815 -2.43064 -1.09809
C 2.94726 -1.44643 -2.07076
C 1.92937 -0.50135 -1.92483
N 1.16772 -0.52479 -0.81232
Si -1.03802 -2.64398 1.15379
C -0.30945 -4.23560 1.86090
C -2.59675 -2.23915 2.10404
C -1.48366 -2.97004 -0.63413
H 2.35894 1.08619 3.71947
H 1.19473 1.67088 2.49354
H 2.64543 0.79405 1.98894
H 2.54242 -1.71976 4.54155
H 1.70856 -3.05297 3.72176
H 3.02237 -2.18141 2.90044
H -1.18450 0.14669 3.86061
H -0.92213 -1.50718 4.47211
H 0.03978 -0.15459 5.11174
H 2.45751 -3.20230 0.82928
H 3.95254 -3.14658 -1.20449
H 3.59225 -1.38695 -2.94783
H 1.71492 0.24724 -2.69214
H -0.05519 -4.16893 2.92757
H -1.08061 -5.01203 1.74264
H 0.58432 -4.57122 1.31545
H -3.06587 -1.32351 1.72190
H -3.28785 -3.07606 1.92268
H -2.44753 -2.13599 3.18464
H -1.94457 -2.09109 -1.10315
H -0.61304 -3.26190 -1.23601
H -2.20929 -3.79512 -0.66854
```

The calculation puts the HOMO energy at -7.8774 eV. Its multiplicity is 1.

Atomic partial charges in e from the Mulliken method, atoms 1 to 4: C -0.55; C -0.33; C -0.14; H 0.64

Here is a structure of composition C20H35CrN2PSSi2 in a non-equilibrium geometry from the Open Molecules 2025 dataset. Energies are from ωB97M-V/def2-TZVPD.

```
62
Properties=species:S:1:pos:R:3
Cr 0.03895 -0.61482 -0.21205
C 4.68165 3.93868 -1.56555
Si 3.61225 3.48088 -0.04775
C 2.05575 4.57968 0.00305
C 4.65165 3.88728 1.50795
C 3.41155 1.58388 -0.09535
C 4.52085 0.75498 0.05055
C 4.37325 -0.63102 0.05325
C 3.10655 -1.16942 -0.04115
N 2.01265 -0.41502 -0.19085
C 2.17905 0.94038 -0.26705
S 0.67395 1.69488 -0.59775
H 4.91595 4.99888 -1.57305
H 4.17985 3.70348 -2.49875
H 5.62265 3.39648 -1.54855
H 2.34495 5.62808 0.04905
H 1.43805 4.36698 0.87085
H 1.43375 4.44068 -0.87515
H 4.88055 4.94848 1.53385
H 5.59615 3.35238 1.50645
H 4.13305 3.64088 2.42945
H 5.50915 1.17828 0.15745
H 5.22695 -1.28442 0.14165
H 2.94435 -2.24022 0.00385
C -3.58505 1.08258 -2.50335
Si -2.66265 -0.45802 -1.85095
C -3.85585 -1.95572 -2.03925
C -1.16245 -0.70582 -3.01585
N -1.93195 -0.39412 -0.29315
C -2.54455 -0.09842 0.88145
C -1.73975 0.09988 2.02315
C -2.28485 0.33868 3.26295
C -3.65985 0.39818 3.42175
C -4.47445 0.20288 2.31585
C -3.93625 -0.02332 1.06695
H -3.86945 0.92978 -3.54035
H -2.95125 1.96188 -2.45495
H -4.48565 1.29278 -1.93605
H -4.04405 -2.16112 -3.08725
H -4.80995 -1.74262 -1.57035
H -3.46915 -2.86122 -1.58115
H -1.48185 -0.81602 -4.04735
H -0.56415 -1.57992 -2.74965
H -0.51355 0.16868 -2.96865
H -0.65225 0.06978 1.89795
H -1.62765 0.47988 4.11025
H -4.08255 0.61288 4.39115
H -5.54905 0.22178 2.44335
H -4.58155 -0.15632 0.21195
C -0.59365 -4.12262 -0.91095
P -0.41345 -2.90662 0.46355
C 0.60475 -3.94162 1.61275
C -2.04405 -3.12742 1.29725
H -1.08115 -5.02892 -0.55275
H 0.38215 -4.37682 -1.32235
H -1.19065 -3.66662 -1.69645
H 0.09685 -4.88642 1.81585
H 0.75605 -3.41112 2.55195
H 1.57435 -4.14762 1.16345
H -2.25665 -4.17782 1.49495
H -2.81735 -2.69942 0.66465
H -2.04065 -2.57432 2.23515
```

For the relative energy (zero: lowest compared OMol25 entry of this formula, charge and spin), the calculation gives 16.5 kJ/mol. The calculation puts the HOMO energy (alpha / beta) at -6.8373 / -7.1298 eV. Its multiplicity is 5.

Atomic partial charges in e from the Mulliken method, atoms 1 to 4: Cr -0.45; C -1.12; Si 0.26; C -1.07

Here is a structure of composition C20H35HgN6OP in a non-equilibrium geometry from the Open Molecules 2025 dataset. Energies are from ωB97M-V/def2-TZVPD.

```
64
Properties=species:S:1:pos:R:3
Hg -0.48523 2.84410 0.88741
N 0.26875 2.36047 3.87667
C 0.55605 1.02472 3.97003
C 0.06847 0.23637 4.99981
C 0.39849 -1.11547 5.09326
C 1.24706 -1.69892 4.18614
C 1.71832 -0.95456 3.08634
C 2.58904 -1.47525 2.10668
C 2.93676 -0.70612 1.02770
C 2.36283 0.56658 0.89923
N 1.62855 1.10925 1.83520
C 1.32406 0.40335 2.93831
H 0.96933 2.94282 3.44485
H -0.22005 2.77206 4.65754
H -0.56467 0.68900 5.74699
H -0.00217 -1.69458 5.91032
H 1.55896 -2.72373 4.30910
H 2.96056 -2.48433 2.21205
H 3.61709 -1.06732 0.27234
H 2.51247 1.15433 0.00523
C 3.22076 4.09660 -3.76546
C 2.01458 3.15025 -3.84326
C 1.04270 3.61230 -4.93593
C 2.46132 1.69919 -4.08461
C 1.35019 3.15357 -2.56227
N 0.86673 3.10377 -1.52637
H 3.74727 4.08846 -4.71602
H 3.91095 3.78649 -2.98415
H 2.89824 5.11509 -3.56264
H 1.54708 3.58139 -5.89862
H 0.71438 4.63334 -4.75664
H 0.16939 2.96569 -4.98272
H 2.99770 1.62882 -5.02697
H 1.59750 1.03786 -4.12393
H 3.11952 1.36486 -3.28465
C -0.16741 -0.92399 -1.99719
N -0.40762 -1.48276 -0.68328
C 0.36360 -2.66079 -0.36867
P -1.79151 -0.90170 0.04368
O -1.78760 0.56009 0.13582
N -3.10535 -1.39506 -0.90420
C -3.23771 -2.70987 -1.47839
C -4.33145 -0.63383 -0.86587
N -1.82332 -1.61741 1.56975
C -2.10716 -3.02778 1.73498
C -2.36787 -0.80623 2.63855
H 0.89455 -0.69156 -2.10932
H -0.73634 0.00116 -2.08130
H -0.45931 -1.61134 -2.79811
H 1.40583 -2.47164 -0.63788
H 0.03093 -3.54692 -0.92477
H 0.31840 -2.84681 0.70069
H -2.26650 -3.19398 -1.52850
H -3.64130 -2.63007 -2.49079
H -3.91939 -3.33632 -0.89260
H -4.13924 0.32766 -0.39877
H -5.11151 -1.15868 -0.30729
H -4.69708 -0.46612 -1.88036
H -1.81199 -3.58475 0.85020
H -3.17124 -3.20675 1.92400
H -1.54199 -3.40310 2.59245
H -2.17816 0.24279 2.41785
H -1.87092 -1.06793 3.57179
H -3.44434 -0.95675 2.75658
```

Its charge is +1. For the relative energy (zero: lowest compared OMol25 entry of this formula, charge and spin), the calculation gives 0.0 kJ/mol. The calculation puts the HOMO energy (alpha / beta) at -10.5792 / -10.6277 eV. Its multiplicity is 2.

Atomic partial charges in e from the Mulliken method, atoms 1 to 4: Hg 0.86; N -0.42; C 0.20; C -0.66